C4H14N3 | wB97M-V/def2-TZVPD

Structure (XYZ):
```
21
Properties=species:S:1:pos:R:3
C -1.634 -0.233 1.094
C 2.025 0.220 -0.218
C 0.386 -1.639 -0.895
C -0.389 0.402 0.375
N -0.130 1.558 1.133
N -0.925 0.731 -1.634
N 0.739 -0.538 0.005
H -2.438 0.420 0.850
H -1.832 -1.218 0.794
H -1.600 -0.317 2.177
H 2.428 0.624 0.834
H 2.631 -0.565 -0.555
H 2.005 0.924 -1.049
H -0.490 -2.163 -0.362
H 0.091 -1.340 -1.923
H 1.280 -2.293 -1.033
H 0.625 2.235 0.899
H -0.883 1.845 1.768
H -0.968 1.742 -1.608
H -1.990 0.647 -1.557
H 1.071 -1.044 0.906
```

- relative energy (zero: lowest compared OMol25 entry of this formula, charge and spin) (kcal/mol) = 96.8
- 2S+1 = 1
- HOMO-LUMO gap (eV) = 9.7
- charge = +1
- E_HOMO (Ha) = -0.4782
- max |F| (eV/Å) = 3.805
- total energy (Eh) = -324.7107
- LUMO energy (eV) = -3.275

***

C4H14N3 | wB97M-V/def2-TZVPD

Structure (XYZ):
```
21
Properties=species:S:1:pos:R:3
C 1.388 1.332 0.371
C 1.542 -1.046 0.140
C -1.265 -1.366 0.499
C -0.719 0.157 -1.405
N -1.526 0.963 0.709
N 0.636 0.088 0.544
N -0.646 -0.039 0.067
H 1.487 1.640 -0.687
H 0.854 2.196 0.687
H 2.407 1.340 0.844
H 0.833 -1.822 -0.318
H 2.200 -0.625 -0.520
H 2.050 -1.461 0.980
H -0.915 -1.708 1.445
H -2.360 -1.182 0.551
H -1.195 -2.037 -0.394
H -1.659 -0.216 -1.615
H -0.685 1.266 -1.608
H -0.002 -0.372 -2.031
H -1.017 1.036 1.593
H -1.408 1.856 0.149
```

- relative energy (zero: lowest compared OMol25 entry of this formula, charge and spin) (kcal/mol) = 104.2
- 2S+1 = 1
- SMILES string = CN(C)[N+](C)(C)N
- HOMO-LUMO gap (eV) = 11.1
- charge = +1
- E_HOMO (Ha) = -0.5112
- max |F| (eV/Å) = 4.463
- total energy (Eh) = -324.6988
- LUMO energy (eV) = -2.767

***

C4H14N3 | wB97M-V/def2-TZVPD

Structure (XYZ):
```
21
Properties=species:S:1:pos:R:3
C -0.140 -0.295 -2.195
N 0.989 -0.266 -1.233
C 2.219 0.461 -1.792
H 0.024 0.464 -2.964
H -0.163 -1.241 -2.750
H -1.095 -0.116 -1.728
H 1.259 -1.216 -1.040
H 2.364 0.167 -2.810
H 3.102 0.185 -1.241
H 2.030 1.533 -1.696
C -0.414 0.015 1.763
C -1.716 -0.089 2.098
N -2.221 -1.090 2.990
N 0.006 1.118 0.935
H 0.366 -0.573 2.158
H -2.530 0.543 1.688
H -3.010 -1.621 2.556
H -1.467 -1.693 3.350
H 0.650 0.231 -0.397
H 0.547 1.776 1.525
H -0.801 1.708 0.785
```

- relative energy (zero: lowest compared OMol25 entry of this formula, charge and spin) (kcal/mol) = 38.8
- 2S+1 = 1
- HOMO-LUMO gap (eV) = 8.8
- charge = +1
- E_HOMO (Ha) = -0.4281
- max |F| (eV/Å) = 2.634
- total energy (Eh) = -324.8031
- LUMO energy (eV) = -2.831

***

C4H14N3O | wB97M-V/def2-TZVPD

Structure (XYZ):
```
22
Properties=species:S:1:pos:R:3
C 1.226 -0.731 1.939
C 0.511 -0.154 3.104
O 0.257 -1.533 1.172
H 1.519 0.018 1.170
H 2.057 -1.343 2.035
H 0.080 -0.991 3.760
H -0.081 -2.388 1.752
H -0.322 0.498 2.737
H 1.038 0.304 3.963
C -0.820 2.185 -2.232
C -0.470 -0.145 -1.437
N -0.824 -1.445 -1.229
N -1.289 0.868 -1.667
N 0.882 -0.053 -1.734
H -1.743 -1.713 -0.953
H -0.186 -1.974 -0.541
H -2.283 0.630 -1.829
H 1.071 0.735 -2.411
H 1.482 -0.270 -1.058
H 0.005 1.979 -2.795
H -0.480 2.675 -1.239
H -1.630 2.847 -2.507
```

- relative energy (zero: lowest compared OMol25 entry of this formula, charge and spin) (kcal/mol) = 69.1
- 2S+1 = 1
- HOMO-LUMO gap (eV) = 11.5
- charge = +1
- E_HOMO (Ha) = -0.5291
- max |F| (eV/Å) = 6.812
- total energy (Eh) = -400.0224
- LUMO energy (eV) = -2.944

***

C4H14N3O | wB97M-V/def2-TZVPD

Structure (XYZ):
```
22
Properties=species:S:1:pos:R:3
C -2.257 1.369 1.063
C -1.881 1.189 -0.410
C -1.278 -0.165 -0.625
N 0.240 -0.032 -0.426
C 1.038 -1.046 -0.691
N 0.619 -2.177 -1.342
N 2.368 -0.908 -0.448
H -3.172 0.742 1.234
H -2.529 2.436 1.224
H -1.414 1.172 1.794
H -2.628 1.518 -1.075
H -1.029 1.983 -0.632
H -1.661 -0.923 0.063
H -1.354 -0.435 -1.693
H 0.513 0.421 0.493
H -0.348 -2.440 -1.361
H 1.270 -2.650 -1.910
H 3.038 -1.609 -0.690
H 2.642 -0.019 -0.011
H 0.229 1.701 2.343
H 1.728 1.773 2.727
O 1.086 1.299 2.176
```

- relative energy (zero: lowest compared OMol25 entry of this formula, charge and spin) (kcal/mol) = 18.7
- 2S+1 = 1
- HOMO-LUMO gap (eV) = 11.9
- charge = +1
- E_HOMO (Ha) = -0.5386
- max |F| (eV/Å) = 4.301
- total energy (Eh) = -400.1027
- LUMO energy (eV) = -2.719

***

C4H14N3O | wB97M-V/def2-TZVPD

Structure (XYZ):
```
22
Properties=species:S:1:pos:R:3
N -1.647 3.069 -0.078
C -0.940 2.067 -0.608
N 0.407 2.019 -0.449
N -1.557 1.160 -1.353
H -2.645 2.971 0.020
H -1.185 3.753 0.497
H 0.651 2.321 0.487
H 0.806 1.084 -0.663
H -2.548 1.228 -1.511
H -0.997 0.532 -1.908
C 1.296 -1.464 -0.389
O 0.919 -0.557 -1.471
C 0.233 -1.483 0.676
C 0.579 -2.354 1.886
H 1.408 -2.463 -0.819
H 2.265 -1.147 0.001
H 1.525 -0.783 -2.195
H 0.150 -0.452 1.049
H -0.738 -1.761 0.264
H 1.421 -1.936 2.438
H -0.263 -2.446 2.568
H 0.859 -3.358 1.559
```

- relative energy (zero: lowest compared OMol25 entry of this formula, charge and spin) (kcal/mol) = 8.0
- 2S+1 = 1
- HOMO-LUMO gap (eV) = 11.6
- charge = +1
- E_HOMO (Ha) = -0.5338
- max |F| (eV/Å) = 1.164
- total energy (Eh) = -400.1198
- LUMO energy (eV) = -2.917

***

C4H14N3O | wB97M-V/def2-TZVPD

Structure (XYZ):
```
22
Properties=species:S:1:pos:R:3
C -1.128 -0.252 -1.280
C 0.372 0.021 -1.076
C 0.570 0.315 0.391
C 0.731 1.557 0.919
N 1.159 1.673 2.328
N 0.735 -0.838 1.158
N -1.719 1.116 -1.227
H -1.663 -0.752 -0.489
H -1.322 -0.673 -2.263
H 0.555 0.934 -1.646
H 1.092 -0.739 -1.351
H 0.421 2.476 0.458
H 1.258 0.741 2.749
H 2.069 2.139 2.382
H 0.459 2.238 2.820
H 1.351 -1.495 0.673
H -0.122 -1.328 1.437
H -1.392 1.611 -2.050
H -2.686 1.047 -1.375
H -0.989 -3.112 -0.805
H 0.293 -3.767 -1.035
O -0.044 -2.912 -0.719
```

- relative energy (zero: lowest compared OMol25 entry of this formula, charge and spin) (kcal/mol) = 64.7
- 2S+1 = 2
- <S²> = 0.77
- HOMO-LUMO gap (spin up / spin down) (eV) = 8.7 / 4.1
- charge = +2
- E_HOMO (spin up / spin down) (Ha) = -0.6269 / -0.6256
- max |F| (eV/Å) = 2.202
- total energy (Eh) = -399.5593
- LUMO energy (spin up / spin down) (eV) = -8.373 / -12.959

***

C4H14N3O | wB97M-V/def2-TZVPD

Structure (XYZ):
```
22
Properties=species:S:1:pos:R:3
C 0.617 -1.082 -1.620
C 1.213 -0.427 -0.294
C 0.308 0.017 0.747
C 0.371 1.202 1.432
N -0.386 1.540 2.502
N -0.716 -0.942 1.225
N 1.582 -0.731 -2.666
H -0.288 -0.468 -1.844
H 0.412 -2.140 -1.609
H 1.715 0.497 -0.705
H 2.065 -0.980 0.143
H 1.166 1.939 1.224
H -1.219 1.030 2.788
H -0.062 2.218 3.180
H -0.591 -1.915 0.914
H -1.646 -0.611 0.899
H -0.679 -1.029 2.268
H 1.637 -1.400 -3.435
H 1.719 0.212 -2.955
H -2.288 0.662 -1.446
H -2.659 1.635 -0.259
O -2.271 0.772 -0.488
```

- relative energy (zero: lowest compared OMol25 entry of this formula, charge and spin) (kcal/mol) = 35.2
- 2S+1 = 2
- <S²> = 0.76
- HOMO-LUMO gap (spin up / spin down) (eV) = 10.5 / 4.3
- charge = +2
- E_HOMO (spin up / spin down) (Ha) = -0.6356 / -0.5913
- max |F| (eV/Å) = 2.910
- total energy (Eh) = -399.6063
- LUMO energy (spin up / spin down) (eV) = -6.798 / -11.765

***

C4H14N4 | wB97M-V/def2-TZVPD

Structure (XYZ):
```
22
Properties=species:S:1:pos:R:3
C -0.001 1.022 0.496
C 0.885 -0.097 -2.190
C -1.549 -0.780 0.575
C 1.682 0.071 2.405
N -0.358 0.374 -1.583
N -0.233 -0.305 0.185
N 0.445 0.795 2.194
N -1.459 -0.202 -2.227
H -0.310 0.345 2.705
H -1.276 -1.084 -2.699
H -1.911 0.463 -2.848
H -0.853 1.705 0.539
H 0.922 1.474 0.144
H 0.930 0.190 -3.251
H 0.988 -1.189 -2.131
H 1.739 0.370 -1.697
H -1.463 -1.476 1.412
H -2.291 -0.011 0.825
H -1.986 -1.329 -0.275
H 1.574 -1.018 2.326
H 2.446 0.393 1.689
H 2.078 0.290 3.407
```

- relative energy (zero: lowest compared OMol25 entry of this formula, charge and spin) (kcal/mol) = 121.6
- 2S+1 = 1
- HOMO-LUMO gap (eV) = 8.6
- E_HOMO (Ha) = -0.2827
- max |F| (eV/Å) = 6.505
- total energy (Eh) = -379.6401
- LUMO energy (eV) = 0.912

***

C4H14N4 | wB97M-V/def2-TZVPD

Structure (XYZ):
```
22
Properties=species:S:1:pos:R:3
C -0.082 0.583 1.151
C -2.404 1.374 -0.184
N -1.359 0.430 -0.543
N -0.661 0.810 -1.605
N 0.909 1.506 0.782
H 0.333 -0.017 -1.681
H -0.517 1.831 -1.666
H 1.635 1.099 0.200
H 0.539 2.311 0.286
H 0.323 -0.275 1.677
H -0.873 1.028 1.743
H -2.012 2.395 -0.017
H -2.909 1.036 0.719
H -3.136 1.424 -0.994
C 1.486 -2.425 0.658
C 0.680 -1.661 -0.339
N 1.181 -0.938 -1.293
H 2.190 -0.817 -1.277
H -0.395 -1.781 -0.354
H 2.449 -1.947 0.854
H 1.677 -3.437 0.285
H 0.947 -2.529 1.598
```

- relative energy (zero: lowest compared OMol25 entry of this formula, charge and spin) (kcal/mol) = 114.6
- 2S+1 = 1
- HOMO-LUMO gap (spin up / spin down) (eV) = 7.0 / 7.0
- E_HOMO (spin up / spin down) (Ha) = -0.2268 / -0.2269
- max |F| (eV/Å) = 2.451
- total energy (Eh) = -379.6511
- LUMO energy (spin up / spin down) (eV) = 0.847 / 0.847

***

C4H14N4 | wB97M-V/def2-TZVPD

Structure (XYZ):
```
22
Properties=species:S:1:pos:R:3
C -0.992 -1.021 -0.503
C -0.474 1.431 -0.909
C 1.962 0.886 0.828
C 1.850 -1.372 -0.146
N -1.794 -0.662 0.592
N 0.192 0.190 -0.670
N -2.755 0.268 0.414
N 1.301 -0.037 -0.056
H -0.473 -2.004 -0.357
H -1.346 -1.064 -1.577
H 0.278 2.219 -0.877
H -0.815 1.381 -1.961
H -1.386 1.542 -0.190
H 2.881 1.336 0.706
H 1.340 1.685 1.181
H 2.137 0.331 1.817
H 2.922 -1.411 -0.075
H 1.514 -1.868 0.694
H 1.701 -2.087 -0.957
H -1.397 -0.687 1.519
H -3.179 0.232 -0.568
H -3.465 0.713 1.095
```

- relative energy (zero: lowest compared OMol25 entry of this formula, charge and spin) (kcal/mol) = 163.3
- 2S+1 = 1
- SMILES string = C[N+](C)=[N+](C)CNN
- HOMO-LUMO gap (spin up / spin down) (eV) = 9.1 / 6.8
- charge = +2
- E_HOMO (spin up / spin down) (Ha) = -0.6890 / -0.6403
- max |F| (eV/Å) = 4.425
- total energy (Eh) = -378.9857
- LUMO energy (spin up / spin down) (eV) = -9.689 / -10.631

***

C4H14N4 | wB97M-V/def2-TZVPD

Structure (XYZ):
```
22
Properties=species:S:1:pos:R:3
C 1.288 -0.104 0.169
C 1.044 -1.325 0.849
C 0.122 1.629 1.668
C -2.002 -0.090 -0.704
N 1.234 -0.215 -1.212
N -0.248 0.664 0.728
N 0.594 -1.196 -1.863
N -1.327 0.895 0.091
H 1.766 0.824 0.389
H 2.022 -1.976 0.665
H 0.164 -1.841 0.421
H 0.888 -1.190 1.914
H -0.727 1.655 2.406
H 1.095 1.392 2.082
H 0.079 2.560 1.194
H -2.966 -0.331 -0.176
H -2.347 0.536 -1.575
H -1.364 -0.898 -0.959
H 1.428 0.626 -1.842
H 0.313 -1.047 -2.768
H 0.856 -2.206 -1.851
H -1.912 1.637 0.375
```

- relative energy (zero: lowest compared OMol25 entry of this formula, charge and spin) (kcal/mol) = 159.2
- 2S+1 = 1
- SMILES string = C/[NH+]=[N+](/C)[C@@H](C)NN
- HOMO-LUMO gap (spin up / spin down) (eV) = 6.7 / 6.7
- charge = +2
- E_HOMO (spin up / spin down) (Ha) = -0.6496 / -0.6496
- max |F| (eV/Å) = 6.028
- total energy (Eh) = -378.9922
- LUMO energy (spin up / spin down) (eV) = -11.005 / -11.006